Record 1
Density functional theory data (ωB97M-V with the def2-TZVPD basis set) for a gas-phase ion, C9H13N2O2 (charge -1) in a non-equilibrium geometry.

Computed properties:
- Kohn-Sham gap (alpha / beta): 3.93 / 7.61 eV
- HOMO energy (alpha / beta): -0.3 / -4.5 eV
- Calculated total energy: -610.66005 a.u.
- Multiplicity: 3
- LUMO energy (alpha / beta): 3.6 / 3.1 eV
- Charge: -1
- Expectation value of S²: 2.008

Cartesian coordinates (Å):
C1 -0.074 -0.146 -0.259
C2 -0.961 -1.603 -0.215
C3 -1.961 1.071 -0.031
C4 -2.899 0.049 0.096
C5 -2.476 2.451 0.141
C6 2.138 -1.341 -1.111
C7 1.718 -0.893 1.255
C8 2.111 1.036 -0.274
C9 1.434 -0.260 -0.056
N1 -0.623 1.007 -0.177
N2 -2.252 -1.270 -0.051
O1 -0.441 -2.686 -0.339
O2 -4.101 0.031 0.358
H1 -2.494 2.657 1.165
H2 -3.392 2.562 -0.308
H3 -1.733 3.240 -0.363
H4 3.160 -1.339 -0.990
H5 1.694 -2.283 -0.716
H6 1.782 -1.299 -2.144
H7 1.754 -2.030 1.292
H8 1.041 -0.541 1.989
H9 2.654 -0.546 1.573
H10 2.094 1.746 0.590
H11 1.737 1.528 -1.158
H12 3.073 0.794 -0.474
H13 -2.984 -1.936 0.209

***

Record 2
Density functional theory data (ωB97M-V with the def2-TZVPD basis set) for C6H7NS in the gas phase in a non-equilibrium geometry.

Computed properties:
- Kohn-Sham gap: 7.50 eV
- Energy relative to the best compared isomer or geometry (same formula, charge and spin): 49.5 kcal per mole
- HOMO energy: -8.5 eV
- Calculated total energy: -685.69100 a.u.
- SMILES string: [H]/N=C1/C(=S)C=C[C@H]1C
- LUMO energy: -1.0 eV

Cartesian coordinates (Å):
C1 1.540 0.338 0.951
C2 0.777 -0.774 0.909
C3 1.325 1.191 -0.167
C4 0.160 0.493 -0.988
C5 -0.247 -0.755 -0.210
C6 -1.691 -0.462 0.539
N1 -0.239 1.026 -2.065
S1 2.245 2.435 -0.756
H1 2.340 0.582 1.590
H2 0.766 -1.642 1.662
H3 -0.086 -1.690 -0.772
H4 -1.785 0.375 1.235
H5 -1.840 -1.398 0.982
H6 -2.293 -0.213 -0.384
H7 -0.973 0.493 -2.525

***

Record 3
Density functional theory data (ωB97M-V with the def2-TZVPD basis set) for 13 unconnected molecules or ions with the total composition C49H54Br2F7N5O10 in a non-equilibrium geometry.

Computed properties:
- Kohn-Sham gap: 8.87 eV
- HOMO energy: -9.1 eV
- Calculated total energy: -8772.21910 a.u.
- LUMO energy: -0.2 eV

Cartesian coordinates (Å):
C1 -19.272 30.505 20.334
N1 -20.491 30.693 21.094
O1 -20.438 30.649 22.292
O2 -21.582 30.757 20.498
H1 -19.052 29.438 20.286
H2 -18.430 30.884 20.915
H3 -19.208 31.083 19.412
C2 -17.870 37.080 20.169
N2 -17.882 38.569 20.197
O3 -17.034 39.197 20.887
O4 -18.523 39.112 19.352
H4 -18.899 36.823 20.420
H5 -17.175 36.711 20.923
H6 -17.494 36.830 19.177
C3 -20.712 31.700 13.071
N3 -19.242 31.641 13.136
O5 -18.774 31.306 14.207
O6 -18.652 32.015 12.197
H7 -21.064 32.654 12.679
H8 -21.105 31.442 14.055
H9 -20.979 30.891 12.390
C4 -14.568 29.925 17.656
N4 -13.950 30.219 19.053
O7 -12.783 29.991 19.215
O8 -14.774 30.651 19.827
H10 -15.628 30.082 17.856
H11 -14.267 28.922 17.356
H12 -14.321 30.716 16.947
C5 -16.450 27.972 15.154
N5 -15.700 28.942 14.279
O9 -15.306 30.025 14.717
O10 -15.474 28.594 13.091
H13 -17.320 27.530 14.669
H14 -16.892 28.477 16.013
H15 -15.787 27.109 15.218
Br1 -13.956 35.555 14.650
C6 -13.698 36.270 16.474
C7 -14.732 37.473 16.657
Br2 -14.806 38.002 18.545
H16 -12.705 36.699 16.607
H17 -13.823 35.567 17.298
H18 -15.753 37.123 16.501
H19 -14.474 38.306 16.003
F1 -12.160 33.538 19.649
C8 -11.247 33.996 20.530
C9 -10.887 35.344 20.343
C10 -10.025 35.927 21.287
C11 -9.607 35.182 22.371
C12 -9.972 33.871 22.501
C13 -10.827 33.257 21.631
H20 -11.313 35.983 19.584
H21 -9.624 36.922 21.163
H22 -9.094 35.667 23.188
H23 -9.692 33.329 23.392
H24 -11.163 32.261 21.883
F2 -20.389 28.762 14.035
C14 -21.354 28.854 14.957
C15 -22.435 28.031 14.748
C16 -23.457 28.142 15.655
C17 -23.220 28.808 16.961
C18 -22.103 29.567 17.178
C19 -21.256 29.675 16.063
H25 -22.567 27.460 13.840
H26 -24.331 27.535 15.470
H27 -23.846 28.856 17.840
H28 -21.966 30.052 18.134
H29 -20.342 30.250 16.025
F3 -18.623 33.271 19.496
C20 -17.553 33.180 18.705
C21 -16.345 33.689 19.162
C22 -15.186 33.554 18.312
C23 -15.306 32.968 17.104
C24 -16.540 32.506 16.605
C25 -17.665 32.563 17.483
H30 -16.255 34.214 20.102
H31 -14.263 33.896 18.756
H32 -14.401 32.806 16.537
H33 -16.665 32.069 15.625
H34 -18.681 32.241 17.310
F4 -14.520 33.661 23.679
C26 -14.264 35.001 23.937
C27 -13.324 35.312 24.855
C28 -12.919 36.632 25.055
C29 -13.532 37.653 24.313
C30 -14.621 37.317 23.440
C31 -14.917 36.007 23.243
H35 -12.865 34.502 25.403
H36 -12.103 36.857 25.725
H37 -13.048 38.612 24.422
H38 -15.046 38.129 22.869
H39 -15.717 35.706 22.583
F5 -11.625 32.194 16.918
C32 -10.366 32.210 17.465
C33 -9.824 31.018 17.990
C34 -8.567 31.086 18.468
C35 -7.791 32.202 18.404
C36 -8.323 33.397 17.915
C37 -9.639 33.411 17.458
H40 -10.427 30.136 17.827
H41 -8.013 30.221 18.802
H42 -6.797 32.153 18.824
H43 -7.769 34.323 17.896
H44 -9.945 34.312 16.947
F6 -20.375 38.446 14.466
C38 -19.776 37.322 14.663
C39 -18.419 37.282 14.446
C40 -17.742 36.172 14.634
C41 -18.371 35.017 15.011
C42 -19.747 35.069 15.206
C43 -20.496 36.207 14.935
H45 -17.958 38.141 13.982
H46 -16.680 36.087 14.456
H47 -17.885 34.070 15.194
H48 -20.145 34.171 15.656
H49 -21.553 36.180 15.156
F7 -21.114 32.555 16.989
C44 -22.052 33.377 17.335
C45 -21.912 34.161 18.466
C46 -22.949 35.017 18.824
C47 -24.008 35.127 18.023
C48 -24.199 34.252 16.990
C49 -23.226 33.316 16.656
H50 -21.000 34.256 19.038
H51 -22.853 35.805 19.555
H52 -24.731 35.928 18.053
H53 -25.150 34.276 16.479
H54 -23.398 32.583 15.882

***

Record 4
Density functional theory data (ωB97M-V with the def2-TZVPD basis set) for a molecular structure, C10H24FeN4O3S4Sb in a non-equilibrium geometry.

Computed properties:
- Kohn-Sham gap (alpha / beta): 7.31 / 7.17 eV
- Energy relative to the best compared isomer or geometry (same formula, charge and spin): 0.0 kcal per mole
- HOMO energy (alpha / beta): -4.7 / -4.7 eV
- Calculated total energy: -3937.12187 a.u.
- Multiplicity: 5
- LUMO energy (alpha / beta): 2.6 / 2.5 eV
- Charge: -1
- Expectation value of S²: 6.020

Cartesian coordinates (Å):
Fe1 -1.166 0.337 0.747
S1 -3.583 3.031 2.933
Sb1 -1.538 2.258 2.410
S2 -1.486 -0.174 2.900
S3 -1.169 2.445 -0.020
S4 0.287 3.239 3.374
N1 0.716 0.347 -2.499
C1 1.796 -0.434 -1.927
C2 3.113 0.342 -1.697
C3 3.046 1.616 -0.844
C4 2.538 1.506 0.588
N2 3.072 0.326 1.277
C5 2.361 -0.227 2.265
N3 1.586 0.508 3.042
N4 2.491 -1.557 2.465
C6 1.397 -1.185 -0.643
O1 2.169 -2.110 -0.310
O2 0.430 -0.815 0.085
H1 1.070 0.971 -3.216
H2 0.267 0.928 -1.799
H3 2.044 -1.242 -2.621
H4 3.486 0.657 -2.678
H5 3.860 -0.365 -1.324
H6 2.381 2.336 -1.326
H7 4.041 2.069 -0.851
H8 1.450 1.465 0.587
H9 2.815 2.408 1.136
H10 3.537 -0.364 0.701
H11 1.355 1.487 2.821
H12 0.799 0.041 3.478
H13 2.584 -2.074 1.588
H14 1.814 -1.944 3.104
C7 -1.897 -2.162 -2.239
C8 -2.188 -2.127 -0.753
O3 -2.654 -0.839 -0.329
C9 -4.053 -0.642 -0.549
C10 -4.479 0.707 -0.032
H15 -1.541 -3.158 -2.515
H16 -1.128 -1.431 -2.489
H17 -2.786 -1.951 -2.836
H18 -1.278 -2.318 -0.191
H19 -2.930 -2.877 -0.461
H20 -4.585 -1.446 -0.026
H21 -4.259 -0.741 -1.619
H22 -4.355 0.789 1.049
H23 -5.535 0.861 -0.267
H24 -3.898 1.507 -0.489

***

Record 5
Density functional theory data (ωB97M-V with the def2-TZVPD basis set) for a molecular structure, C61H53CdN7O3STe.

Computed properties:
- Kohn-Sham gap (alpha / beta): 5.50 / 6.71 eV
- Energy relative to the best compared isomer or geometry (same formula, charge and spin): 46.5 kcal per mole
- HOMO energy (alpha / beta): -3.4 / -4.7 eV
- Calculated total energy: -3799.29863 a.u.
- Multiplicity: 2
- LUMO energy (alpha / beta): 2.1 / 2.1 eV
- Charge: -1
- Expectation value of S²: 0.771

Cartesian coordinates (Å):
Cd1 1.024 -1.355 1.203
O1 3.044 -1.081 0.386
C1 4.109 -1.347 1.055
C2 5.282 -1.753 0.357
C3 6.466 -2.017 1.000
C4 6.571 -1.897 2.394
C5 5.452 -1.516 3.095
C6 4.223 -1.229 2.475
C7 3.133 -0.919 3.380
N1 1.912 -0.628 3.128
C8 1.011 -0.568 4.272
C9 0.156 -1.830 4.366
N2 -0.856 -1.906 3.310
C10 -1.107 -3.039 2.775
C11 -0.384 -4.312 2.899
C12 -1.102 -5.490 3.117
C13 -0.473 -6.716 3.204
C14 0.918 -6.758 3.040
C15 1.639 -5.621 2.760
C16 1.015 -4.350 2.626
O2 1.686 -3.314 2.262
H1 5.195 -1.853 -0.719
H2 7.328 -2.331 0.420
H3 7.500 -2.117 2.904
H4 5.502 -1.436 4.177
H5 3.422 -0.962 4.437
H6 0.359 0.297 4.171
H7 1.582 -0.471 5.202
H8 -0.400 -1.775 5.307
H9 0.810 -2.702 4.408
H10 -1.964 -3.059 2.100
H11 -2.179 -5.424 3.249
H12 -1.040 -7.620 3.385
H13 1.434 -7.711 3.114
H14 2.711 -5.659 2.608
C17 -2.195 2.521 3.228
C18 -1.547 1.416 2.658
N3 -0.378 1.485 2.059
C19 0.246 2.677 2.007
C20 -0.299 3.837 2.589
C21 -1.561 3.733 3.194
C22 0.437 5.071 2.577
C23 1.657 5.136 2.014
C24 2.229 3.991 1.363
C25 3.466 4.054 0.701
C26 3.919 2.954 0.025
C27 3.134 1.790 0.031
N4 1.990 1.692 0.671
C28 1.534 2.770 1.331
H15 -3.162 2.402 3.697
H16 -1.991 0.427 2.720
H17 -2.009 4.615 3.639
H18 -0.010 5.944 3.039
H19 2.222 6.062 2.023
H20 4.037 4.975 0.721
H21 4.860 2.971 -0.510
H22 3.453 0.901 -0.499
C29 -4.152 4.163 -5.378
C30 -3.783 2.945 -4.570
C31 -2.836 2.041 -5.023
C32 -2.447 0.939 -4.264
C33 -1.441 0.011 -4.929
C34 -2.989 0.710 -2.978
Te1 -1.666 -0.891 -1.826
N5 -0.316 -1.894 -0.451
C35 -0.514 -3.105 -0.961
O3 -1.543 -3.307 -1.700
C36 0.411 -4.279 -0.807
C37 1.786 -4.126 -0.684
C38 2.609 -5.242 -0.611
C39 2.063 -6.515 -0.657
C40 0.688 -6.675 -0.793
C41 -0.131 -5.562 -0.876
C42 -3.262 -1.284 -0.520
C43 -3.111 -0.960 0.816
C44 -4.146 -1.188 1.713
C45 -5.318 -1.768 1.259
C46 -5.447 -2.126 -0.079
C47 -4.429 -1.893 -0.996
C48 -4.577 -2.321 -2.432
C49 -3.998 1.599 -2.556
C50 -4.773 1.436 -1.266
C51 -4.374 2.685 -3.345
H23 -3.961 4.000 -6.440
H24 -3.558 5.028 -5.067
H25 -5.205 4.419 -5.252
H26 -2.379 2.202 -5.996
H27 -1.368 0.251 -5.990
H28 -1.731 -1.036 -4.844
H29 -0.442 0.111 -4.501
H30 2.224 -3.135 -0.667
H31 3.680 -5.106 -0.507
H32 2.704 -7.387 -0.582
H33 0.258 -7.669 -0.836
H34 -1.201 -5.665 -0.999
H35 -2.175 -0.532 1.156
H36 -4.018 -0.938 2.760
H37 -6.130 -1.964 1.949
H38 -6.358 -2.608 -0.418
H39 -5.547 -2.784 -2.607
H40 -3.795 -3.046 -2.680
H41 -4.473 -1.465 -3.104
H42 -4.176 1.026 -0.458
H43 -5.618 0.755 -1.409
H44 -5.178 2.398 -0.941
H45 -5.143 3.360 -2.975
S1 0.209 4.749 -3.348
C52 0.000 3.344 -2.317
C53 -1.085 3.272 -1.425
C54 -1.407 2.089 -0.832
N6 -0.712 0.910 -1.064
C55 0.465 1.040 -1.807
C56 0.814 2.185 -2.442
C57 1.775 5.385 -2.767
C58 1.861 6.112 -1.587
C59 3.089 6.638 -1.217
N7 4.211 6.472 -1.920
C60 4.119 5.756 -3.039
C61 2.934 5.201 -3.506
H46 -1.682 4.152 -1.218
H47 -2.236 2.020 -0.139
H48 1.079 0.146 -1.858
H49 1.728 2.216 -3.024
H50 0.983 6.264 -0.972
H51 3.179 7.230 -0.312
H52 5.042 5.619 -3.593
H53 2.908 4.638 -4.430

***

Record 6
Density functional theory data (ωB97M-V with the def2-TZVPD basis set) for a molecular structure, C3HO2Zn in a non-equilibrium geometry.

Computed properties:
- Kohn-Sham gap (alpha / beta): 7.58 / 6.10 eV
- Energy relative to the best compared isomer or geometry (same formula, charge and spin): 13.9 kcal per mole
- HOMO energy (alpha / beta): -8.3 / -8.3 eV
- Calculated total energy: -2044.53115 a.u.
- Multiplicity: 2
- LUMO energy (alpha / beta): -0.7 / -2.2 eV
- Expectation value of S²: 0.753

Cartesian coordinates (Å):
C1 0.605 0.885 1.488
C2 0.543 -0.426 1.721
O1 0.095 -0.975 0.481
C3 -0.042 -0.054 -0.472
O2 0.223 1.100 0.033
H1 0.973 1.774 1.988
Zn1 -0.836 -0.518 -2.304

***

Record 7
Density functional theory data (ωB97M-V with the def2-TZVPD basis set) for 12 unconnected molecules or ions with the total composition C12H48O12 in a non-equilibrium geometry.

Computed properties:
- Kohn-Sham gap: 9.58 eV
- Energy relative to the best compared isomer or geometry (same formula, charge and spin): 117.8 kcal per mole
- HOMO energy: -9.5 eV
- Calculated total energy: -1388.66149 a.u.
- SMILES string: CO.CO.CO.CO.CO.CO.CO.CO.CO.CO.CO.CO
- LUMO energy: 0.1 eV

Cartesian coordinates (Å):
C1 3.921 -2.888 0.929
O1 3.852 -4.281 0.654
H1 2.911 -2.506 1.115
H2 4.437 -2.732 1.879
H3 4.310 -2.290 0.104
H4 4.730 -4.621 0.848
C2 -1.511 1.787 3.971
O2 -2.706 2.449 4.323
H5 -1.309 1.931 2.903
H6 -0.665 2.196 4.518
H7 -1.556 0.711 4.174
H8 -3.439 2.019 3.859
C3 3.777 0.584 -0.841
O3 3.133 -0.108 -1.913
H9 4.090 -0.126 -0.072
H10 4.693 1.055 -1.210
H11 3.124 1.323 -0.389
H12 3.685 -0.856 -2.156
C4 0.218 -1.850 3.199
O4 -0.008 -2.877 4.126
H13 0.650 -2.236 2.263
H14 -0.682 -1.320 2.884
H15 0.877 -1.055 3.563
H16 0.784 -3.035 4.641
C5 0.891 -3.859 -0.855
O5 -0.328 -3.975 -1.572
H17 1.665 -4.521 -1.242
H18 1.246 -2.820 -0.905
H19 0.730 -4.044 0.205
H20 -0.136 -3.928 -2.511
C6 2.799 1.089 2.694
O6 1.507 1.604 2.870
H21 3.384 1.131 3.612
H22 2.795 0.044 2.352
H23 3.349 1.660 1.932
H24 0.918 1.241 2.183
C7 -3.142 -1.586 -1.838
O7 -3.917 -1.205 -2.969
H25 -2.710 -0.709 -1.342
H26 -3.762 -2.120 -1.110
H27 -2.342 -2.235 -2.182
H28 -4.551 -0.533 -2.709
C8 -1.973 1.736 -3.612
O8 -0.978 2.593 -4.161
H29 -2.056 0.854 -4.249
H30 -1.730 1.467 -2.580
H31 -2.918 2.277 -3.611
H32 -0.123 2.173 -3.986
C9 -2.859 3.154 -0.490
O9 -1.601 2.950 0.120
H33 -2.869 3.922 -1.268
H34 -3.196 2.215 -0.915
H35 -3.601 3.495 0.244
H36 -1.212 3.788 0.381
C10 0.323 -0.035 -0.341
O10 -0.127 0.666 0.809
H37 -0.409 -0.807 -0.601
H38 0.480 0.605 -1.211
H39 1.266 -0.536 -0.132
H40 -0.759 1.355 0.545
C11 -3.860 0.060 1.787
O11 -4.544 1.031 2.560
H41 -3.844 0.277 0.713
H42 -2.824 0.015 2.115
H43 -4.307 -0.936 1.873
H44 -5.399 1.185 2.149
C12 2.292 1.853 -4.648
O12 1.461 1.213 -3.684
H45 2.884 1.114 -5.193
H46 1.695 2.446 -5.339
H47 2.982 2.573 -4.188
H48 2.089 0.786 -3.071

***

Record 8
Density functional theory data (ωB97M-V with the def2-TZVPD basis set) for a molecular structure, C21H30BN3NaO2SSb.

Computed properties:
- Kohn-Sham gap: 7.20 eV
- HOMO energy: -7.2 eV
- Calculated total energy: -1958.71228 a.u.
- LUMO energy: 0.0 eV

Cartesian coordinates (Å):
Na1 -0.004 1.830 -0.320
N1 -2.400 -1.535 -1.465
C1 -3.088 -2.165 -0.395
C2 -3.522 -3.472 -0.601
C3 -4.270 -4.128 0.361
C4 -4.578 -3.475 1.546
C5 -4.140 -2.183 1.758
C6 -3.401 -1.495 0.794
S1 -2.876 0.148 1.107
N2 -0.587 -0.327 -0.476
C7 -1.264 -0.769 -1.444
C8 -0.799 -0.360 -2.814
C9 -0.730 -1.256 -3.878
C10 -0.266 -0.803 -5.104
C11 0.085 0.531 -5.229
C12 -0.025 1.348 -4.114
N3 -0.439 0.923 -2.928
H1 -2.791 -1.704 -2.378
H2 -3.254 -3.967 -1.527
H3 -4.597 -5.145 0.186
H4 -5.156 -3.975 2.314
H5 -4.375 -1.672 2.682
H6 -1.009 -2.289 -3.721
H7 -0.182 -1.483 -5.942
H8 0.443 0.938 -6.165
H9 0.244 2.397 -4.180
C13 3.485 5.060 -1.834
Sb1 2.534 3.149 -1.817
C14 3.332 2.365 -3.633
C15 3.921 2.181 -0.509
H10 4.561 4.975 -1.981
H11 3.297 5.563 -0.887
H12 3.067 5.667 -2.636
H13 4.417 2.466 -3.635
H14 2.928 2.900 -4.491
H15 3.070 1.313 -3.723
H16 4.937 2.288 -0.889
H17 3.678 1.123 -0.430
H18 3.867 2.624 0.484
C16 -1.321 -1.134 3.993
C17 -0.134 -1.073 3.025
C18 0.914 -2.073 3.510
O1 -0.537 -1.460 1.736
B1 -0.930 -0.296 0.995
O2 -0.214 0.838 1.622
C19 0.425 0.382 2.820
C20 1.929 0.396 2.542
C21 0.107 1.342 3.959
H19 -1.720 -2.149 3.977
H20 -2.119 -0.453 3.704
H21 -1.010 -0.906 5.013
H22 0.447 -3.054 3.602
H23 1.301 -1.789 4.491
H24 1.745 -2.162 2.814
H25 2.158 -0.260 1.701
H26 2.522 0.086 3.403
H27 2.226 1.414 2.277
H28 -0.968 1.450 4.088
H29 0.529 2.325 3.742
H30 0.539 0.990 4.898